# 1
Density functional theory data (ωB97M-V/def2-TZVPD) for C18H41Cl36NO5P2 as an isolated structure.

Last column: Löwdin charge in e.
Element x y z (Å)
N 3.24099 3.65581 -4.09496  -0.322
P 2.59455 5.10169 -4.12190  0.668
O 1.23821 5.23679 -3.11658  -0.398
P -0.07970 4.42128 -3.72971  0.480
O -0.90193 3.94504 -2.57625  -0.263
O -0.95413 5.52552 -4.60841  -0.102
O 0.34385 3.22959 -4.82102  -0.246
O 0.75961 2.06495 -4.13403  -0.071
H 4.19210 3.75553 -3.76569  -0.075
H 2.17294 5.50664 -5.41432  0.029
H 3.54517 6.05150 -3.67367  -0.008
H -1.24065 5.06935 -5.41099  0.080
H 1.56325 1.80655 -4.60884  0.102
C 2.80759 6.55826 -0.09332  -1.050
Cl 3.36254 8.01311 -0.93606  0.498
Cl 4.09520 5.84456 0.88550  0.493
H 1.97864 6.82295 0.55657  -0.019
H 2.48200 5.83187 -0.83004  -0.055
C 0.20760 8.70350 2.91850  -1.030
Cl -0.52436 7.89113 1.52560  0.517
Cl 1.36637 7.65194 3.73952  0.495
H 0.72230 9.59508 2.57398  0.029
H -0.57572 8.97610 3.61584  -0.023
C 1.11423 1.82745 -0.58142  -1.030
Cl 1.83358 3.39552 -0.21328  0.578
Cl 1.60816 0.59593 0.58744  0.499
H 0.03349 1.92638 -0.55322  0.026
H 1.43211 1.51820 -1.57241  0.008
C 3.01724 4.75392 5.86311  -1.058
Cl 1.71629 5.86775 6.31147  0.482
Cl 3.50224 4.99024 4.18083  0.470
H 3.87367 4.93403 6.50526  0.021
H 2.66788 3.73102 5.98918  -0.070
C 6.59155 5.69311 -5.58308  -0.986
Cl 6.42824 6.58655 -4.06482  0.514
Cl 5.34208 4.44835 -5.72959  0.571
H 6.49667 6.38782 -6.41154  0.027
H 7.56767 5.21913 -5.60812  0.027
C 4.82456 1.09252 6.25267  -1.057
Cl 3.28645 1.66068 6.92102  0.566
Cl 5.77778 2.43163 5.60140  0.537
H 5.38953 0.61243 7.03994  -0.030
H 4.61988 0.38738 5.45674  -0.062
C -1.23631 -0.21462 -2.77860  -1.006
Cl -0.21901 -1.22991 -1.74644  0.516
Cl -2.09664 -1.17830 -3.98691  0.545
H -1.96309 0.29952 -2.15733  0.037
H -0.61054 0.50805 -3.28967  -0.009
C 2.10366 -1.60893 3.65074  -1.014
Cl 1.90315 -1.86223 5.39105  0.557
Cl 3.75821 -1.12089 3.25336  0.542
H 1.87466 -2.53435 3.13061  -0.028
H 1.42083 -0.82662 3.33166  -0.074
C -1.66428 -0.85906 5.17086  -1.013
Cl -3.04783 -1.75756 4.53692  0.510
Cl -0.79587 -0.01512 3.88254  0.553
H -2.01948 -0.12780 5.88980  0.030
H -0.98466 -1.55426 5.65303  -0.008
C -4.96871 -3.33860 -4.88220  -1.073
Cl -6.57775 -2.70166 -5.24889  0.489
Cl -4.19711 -4.00638 -6.32757  0.505
H -4.35140 -2.53519 -4.49279  -0.050
H -5.06133 -4.12190 -4.13889  -0.087
C -10.36061 -3.33990 -5.88666  -1.057
Cl -9.47331 -1.86388 -6.28043  0.484
Cl -11.68049 -3.62807 -7.02728  0.504
H -9.67458 -4.18026 -5.92449  -0.001
H -10.77478 -3.24410 -4.88824  0.013
C -4.88400 -5.36978 -1.31314  -0.973
Cl -3.98685 -3.89699 -1.70521  0.546
Cl -6.20060 -5.64761 -2.46101  0.516
H -4.20327 -6.21466 -1.34709  0.030
H -5.30268 -5.27127 -0.31661  0.030
C 3.80102 -4.82696 1.43836  -1.009
Cl 2.20412 -4.17333 1.04623  0.543
Cl 4.58067 -5.52138 0.01462  0.528
H 4.42263 -4.02433 1.82453  0.011
H 3.68684 -5.60297 2.18937  0.026
C 0.98307 -7.69181 0.30684  -1.025
Cl 0.21740 -8.46994 -1.08202  0.519
Cl 2.12569 -8.77959 1.10810  0.529
H 1.51889 -6.81150 -0.03389  -0.019
H 0.21446 -7.40635 1.01793  0.028
C -9.95430 -7.03158 -2.47168  -1.001
Cl -9.31676 -5.57721 -3.26027  0.507
Cl -8.74130 -7.84618 -1.47966  0.499
H -10.78566 -6.74464 -1.83605  0.027
H -10.29577 -7.72039 -3.23748  0.028
C 5.17803 -3.33242 6.05224  -1.027
Cl 5.91152 -1.76890 6.43182  0.581
Cl 5.66081 -4.57451 7.21346  0.518
H 4.09986 -3.22729 6.07818  -0.037
H 5.49810 -3.63552 5.06009  0.022
C 2.70950 -12.34724 0.63945  -1.044
Cl 4.21671 -12.07494 -0.24376  0.495
Cl 1.59674 -13.36677 -0.28069  0.499
H 2.93844 -12.83812 1.58007  0.026
H 2.23411 -11.38912 0.82628  -0.051
C -3.78932 10.12130 2.49063  -1.018
Cl -2.41626 10.95997 3.22514  0.528
Cl -5.18027 10.08128 3.57948  0.508
H -4.07026 10.64146 1.58074  0.027
H -3.49372 9.10253 2.25958  0.012

Its HOMO energy is -9.7 eV. As for the multiplicity: 1. As for the strongest force on any atom: 4.2 eV Å⁻¹. The calculation puts the frontier orbital gap at 9.58 eV. For the calculated total energy, the calculation gives -18390.93911 Ha.

***

# 2
Density functional theory data (ωB97M-V/def2-TZVPD) for a 3-piece molecular cluster, C18H41FO10S overall.

Last column: Löwdin charge in e.
Element x y z (Å)
C 5.32319 -0.84462 2.96195  -0.006
C 5.65117 -1.86929 1.91588  -0.455
F 6.67193 -2.64987 2.39137  0.027
O 4.60782 -2.80006 1.65563  -0.253
S 3.38567 -2.29841 0.71188  0.943
O 3.92998 -1.40951 -0.26211  -0.376
O 2.71002 -1.34386 1.85593  -0.333
C 1.64950 -0.54162 1.31597  -0.233
C 0.36399 -1.32629 1.03887  -0.196
C -0.61374 -1.17520 2.18772  -0.176
C -1.92053 -1.95528 1.98835  -0.241
O -2.11020 -2.93589 3.00760  -0.076
H 4.77766 -0.03109 2.51219  0.075
H 6.26313 -0.47943 3.33760  0.088
H 4.72912 -1.28974 3.74542  0.093
H 6.02826 -1.41349 1.00980  0.141
H 1.41559 0.17665 2.08509  0.121
H 1.95553 0.03622 0.45481  0.104
H 0.56939 -2.37422 0.86010  0.094
H -0.04959 -0.93226 0.11849  0.114
H -0.85723 -0.12683 2.29121  0.110
H -0.13697 -1.50011 3.10190  0.121
H -1.95836 -2.43191 1.01569  0.109
H -2.75245 -1.27938 2.09356  0.111
H -1.41433 -3.60309 2.91641  0.087
C -0.27832 -3.00371 -2.28487  -0.113
O -1.59865 -2.77108 -2.71747  -0.199
C -1.66052 -2.36547 -4.07522  -0.203
C -3.03521 -2.62606 -4.64865  -0.183
O -3.26021 -3.97950 -5.01694  -0.127
C -3.48139 -4.91099 -3.96671  -0.182
C -4.85177 -4.81164 -3.33500  -0.206
O -4.90466 -3.73500 -2.41296  -0.200
C -6.22241 -3.29074 -2.18338  -0.114
H 0.32266 -2.08858 -2.35199  0.090
H -0.32337 -3.32247 -1.24507  0.074
H 0.19208 -3.80072 -2.87208  0.092
H -0.91204 -2.90230 -4.66971  0.129
H -1.44982 -1.28784 -4.12369  0.128
H -3.11277 -2.06475 -5.58237  0.128
H -3.81607 -2.26137 -3.97921  0.122
H -2.69625 -4.85216 -3.21115  0.121
H -3.40902 -5.89146 -4.44233  0.127
H -5.06757 -5.74248 -2.79248  0.128
H -5.60197 -4.67483 -4.12280  0.128
H -6.67985 -2.92737 -3.11117  0.088
H -6.17572 -2.46729 -1.47348  0.087
H -6.84116 -4.08999 -1.75943  0.088
C 2.79269 3.18201 -0.70502  -0.112
O 2.14139 3.66886 0.44752  -0.204
C 3.05215 4.19605 1.39798  -0.205
C 2.35288 5.14833 2.34215  -0.183
O 2.13247 6.44185 1.79876  -0.127
C 1.09125 6.57397 0.84060  -0.182
C -0.29841 6.54386 1.43676  -0.206
O -0.70053 5.21185 1.71470  -0.201
C -1.71630 5.15249 2.69003  -0.114
H 3.47448 2.36163 -0.45032  0.085
H 2.02948 2.81003 -1.38612  0.088
H 3.34930 3.98040 -1.20887  0.089
H 3.86982 4.72269 0.89221  0.129
H 3.46993 3.35989 1.97722  0.125
H 3.01680 5.31086 3.19411  0.128
H 1.42682 4.71526 2.72420  0.122
H 1.19141 5.83901 0.04027  0.122
H 1.23846 7.56286 0.40112  0.127
H -1.00871 6.97672 0.71888  0.128
H -0.30842 7.14284 2.35504  0.128
H -1.37185 5.57741 3.64015  0.089
H -1.96376 4.10448 2.84804  0.086
H -2.61590 5.68304 2.35737  0.088

Its HOMO energy is -9.4 eV. As for the multiplicity: 1. As for the strongest force on any atom: 1.5 eV Å⁻¹. The calculation puts the frontier orbital gap at 9.90 eV. For the calculated total energy, the calculation gives -1960.72399 Ha.

***

# 3
Density functional theory data (ωB97M-V/def2-TZVPD) for C18H41LiN2O4Si as an isolated structure.

Last column: Löwdin charge in e.
Element x y z (Å)
Li -0.93751 -0.94022 -0.83163  0.574
C 3.31636 2.81165 0.10963  -0.024
C 2.74353 1.40800 -0.11360  -0.647
C 2.54014 1.15961 -1.61131  -0.031
C 3.70615 0.36682 0.45651  -0.037
O 1.52691 1.24797 0.61147  -0.120
Si -0.00722 1.73925 0.20970  -0.019
O -0.74713 0.67910 -0.69247  -0.385
O 0.14430 3.20972 -0.51641  -0.110
C -0.83260 4.24404 -0.65765  -0.642
C -2.23334 3.67563 -0.89786  -0.036
C -0.83023 5.12184 0.59836  -0.025
C -0.39472 5.06241 -1.87014  -0.036
O -0.78317 1.98652 1.65012  -0.107
C -0.66253 1.31307 2.89483  -0.646
C -1.94116 1.63001 3.66866  -0.033
C 0.55589 1.84063 3.66005  -0.023
C -0.53863 -0.20422 2.70842  -0.041
H 4.28620 2.91324 -0.38082  0.084
H 3.43591 3.00003 1.17836  0.088
H 2.62656 3.54628 -0.30074  0.072
H 3.49380 1.21432 -2.13783  0.086
H 1.86242 1.91283 -2.01530  0.080
H 2.09121 0.17722 -1.76939  0.081
H 4.68521 0.43910 -0.01945  0.083
H 3.30521 -0.63616 0.29298  0.079
H 3.82325 0.52060 1.53080  0.083
H -2.55252 3.10381 -0.02549  0.078
H -2.22313 3.00348 -1.75705  0.086
H -2.94251 4.48563 -1.07359  0.086
H -1.15123 4.51998 1.44695  0.071
H -1.50399 5.97300 0.48396  0.084
H 0.18023 5.48793 0.79038  0.088
H -0.40632 4.43157 -2.76070  0.086
H 0.62331 5.42662 -1.72078  0.083
H -1.05767 5.91458 -2.02788  0.082
H -2.05083 2.71100 3.76836  0.084
H -1.92127 1.18194 4.66349  0.083
H -2.80483 1.24871 3.12072  0.086
H 0.48632 2.92469 3.76550  0.089
H 1.45705 1.60248 3.09680  0.071
H 0.61850 1.38867 4.65184  0.084
H -1.37999 -0.57513 2.11848  0.082
H -0.52449 -0.70465 3.67752  0.087
H 0.38992 -0.42025 2.17571  0.068
C -1.63274 -3.12840 -3.12417  -0.063
C -2.22006 -3.76520 -1.86361  -0.205
N -1.27173 -4.56670 -1.09916  -0.092
C -1.17453 -5.99069 -1.39466  -0.206
C -0.09080 -6.34787 -2.41193  -0.062
C -0.45318 -3.95195 -0.20963  -0.426
C 0.42596 -4.81658 0.65947  0.003
N -0.45303 -2.66484 -0.10080  0.058
H -2.37822 -2.48806 -3.59732  0.081
H -1.32693 -3.88650 -3.84341  0.064
H -0.76408 -2.51941 -2.87247  0.066
H -3.05771 -4.41015 -2.12901  0.117
H -2.59582 -2.98215 -1.20481  0.107
H -2.14413 -6.30704 -1.77847  0.118
H -1.00420 -6.54651 -0.47331  0.105
H -0.27516 -5.85944 -3.36786  0.064
H -0.07687 -7.42684 -2.57176  0.079
H 0.89562 -6.04293 -2.06315  0.068
H -0.15225 -5.57734 1.18237  0.086
H 0.91628 -4.19050 1.40020  0.084
H 1.19543 -5.31545 0.07090  0.083
H 0.16678 -2.35879 0.64311  0.044

Its HOMO energy is -8.6 eV. As for the multiplicity: 1. As for the strongest force on any atom: 0.6 eV Å⁻¹. The calculation puts the frontier orbital gap at 8.85 eV. For the calculated total energy, the calculation gives -1418.23682 Ha.